1.
23
Properties=species:S:1:pos:R:3:forces:R:3:mulliken_charge:R:1 method="wB97M-V/def2-TZVPD" energy_ha=-701.8365 charge=+1 smiles="C[C@@H](O)C1=C(I)CC[N@H+]1C" orbital_gap_ha="0.27987 / 0.31202" relative_energy_ev=3.275
C 0.54055 1.25792 2.48802 -0.2 -0.1 -0.3 -1.26
C -0.45803 0.64894 1.50005 0.0 0.0 0.6 0.56
O -1.40324 1.59793 1.03522 -0.1 0.2 -0.1 -0.55
C 0.23575 0.14964 0.28657 3.4 -6.3 -0.2 -0.37
C 1.10791 -1.44145 0.07598 -2.8 6.1 1.2 -0.34
I 2.18116 -2.36428 1.53777 -0.3 0.1 -0.3 0.26
C 1.22786 -1.55094 -1.39302 -0.1 -0.1 -0.1 -0.50
C 0.68189 -0.23735 -1.98085 0.7 -0.3 -0.5 -0.47
N -0.32936 0.30450 -1.03438 -0.3 0.5 -0.1 0.03
C -1.65946 -0.33973 -1.18404 -0.8 -0.3 -0.1 -0.88
H 0.01622 1.63654 3.36220 -0.1 0.0 0.1 0.41
H 1.08331 2.07501 2.01927 0.0 0.1 0.0 0.35
H 1.25030 0.50302 2.80997 0.1 -0.1 0.1 0.29
H -0.98320 -0.18219 2.00784 0.1 0.1 -0.2 0.20
H -1.70452 2.13485 1.77684 0.0 0.0 0.0 0.38
H 2.25728 -1.71454 -1.72061 -0.1 0.0 0.0 0.41
H 0.64841 -2.41410 -1.74017 0.0 0.0 0.0 0.31
H 1.49708 0.48545 -2.05056 -0.2 0.0 0.1 0.37
H 0.24015 -0.37807 -2.96719 -0.1 0.1 0.1 0.36
H -0.47381 1.31062 -1.18519 0.1 -0.1 -0.1 0.37
H -1.57810 -1.39448 -0.93313 0.2 0.0 0.0 0.40
H -2.36200 0.13905 -0.50513 0.2 0.0 0.0 0.29
H -2.01614 -0.22635 -2.20546 0.1 0.1 0.0 0.38


2.
25
Properties=species:S:1:pos:R:3:forces:R:3:mulliken_charge:R:1 method="wB97M-V/def2-TZVPD" energy_ha=-1154.9702 orbital_gap_ha=0.14407
C 5.63186 -0.51796 0.78003 -0.3 -0.1 0.4 -0.24
C 4.64991 -0.32002 0.10860 0.4 0.2 -0.2 -0.19
C 3.53111 -0.05942 -0.75781 -0.4 -0.2 0.1 -1.02
In 1.65346 0.08221 0.44898 0.7 0.1 0.2 0.88
S 1.11199 2.51224 0.71495 -0.3 0.0 0.1 -0.57
C 0.03509 -0.81304 -0.85481 -0.5 -0.2 -0.4 -1.09
C -1.16678 -0.92743 -0.08475 0.2 -0.3 -0.1 0.45
O -1.48846 -1.85161 0.64934 -0.1 0.1 0.1 -0.68
N -2.06029 0.22968 -0.18192 0.0 -0.4 0.4 0.19
C -2.99778 0.02905 -1.27641 0.0 0.6 0.2 -1.09
C -2.72806 0.44231 1.07841 0.4 0.5 -0.1 -0.47
H 6.31893 -0.70463 1.56757 0.2 0.0 -0.1 0.43
H 3.64897 0.87632 -1.30021 0.1 0.0 0.0 0.33
H 3.43868 -0.87576 -1.47456 -0.1 0.0 -0.1 0.29
H 1.80175 -0.71997 1.99344 -0.2 0.0 -0.1 -0.35
H 2.19111 3.07037 0.15836 0.1 -0.1 -0.1 0.05
H -0.06071 -0.12397 -1.68985 0.1 0.1 0.0 0.33
H 0.40019 -1.79102 -1.15706 0.2 0.0 0.1 0.43
H -3.73508 0.83631 -1.25323 0.0 0.1 -0.1 0.37
H -2.49367 0.10189 -2.23504 0.1 -0.2 -0.1 0.25
H -3.53131 -0.92983 -1.18270 0.0 -0.1 -0.1 0.39
H -3.73024 -0.01977 1.04786 0.3 -0.2 -0.2 -0.61
H -2.78324 1.51325 1.28757 -0.4 0.0 0.0 0.48
H -2.19728 -0.04515 1.89118 0.1 0.0 0.0 0.48
Na -5.44013 0.00593 1.72204 -0.4 0.0 0.2 0.98


3.
21
Properties=species:S:1:pos:R:3:forces:R:3:mulliken_charge:R:1 method="wB97M-V/def2-TZVPD" energy_ha=-328.8922 orbital_gap_ha=0.19924 relative_energy_ev=10.321
C -0.71949 -0.10642 1.48171 1.1 -1.9 0.5 -0.89
C -1.23339 -0.28699 0.02900 -2.5 -1.2 0.6 0.25
C -1.12459 1.09024 -0.62785 -0.5 -1.7 -2.0 -0.70
C 0.35520 1.36453 -0.72345 -0.9 -4.0 1.6 -0.44
C 1.25137 0.04577 -0.59349 1.1 3.3 2.0 -0.41
C 2.18693 -1.29063 0.11615 -0.6 3.9 0.6 -0.62
C 2.63783 0.14552 -0.09873 0.9 -0.3 -0.2 -0.55
N -2.66924 -0.76953 0.19851 0.6 0.3 1.0 -0.74
H -0.91074 0.89919 1.83221 -0.5 0.2 0.1 0.29
H -1.15356 -0.86743 2.26182 0.8 1.3 -1.7 0.35
H 0.39842 -0.19334 1.46111 -1.1 -0.3 0.5 0.19
H -0.80071 -1.04169 -0.63845 0.8 0.1 0.8 0.29
H -1.55078 1.10243 -1.71684 0.3 0.0 1.8 0.25
H -1.81707 1.61133 0.03113 0.4 1.3 -0.2 0.39
H 0.58516 2.10467 -1.46304 1.4 0.7 0.4 0.33
H 1.07183 -0.28440 -1.55236 -0.1 -1.6 -2.4 0.64
H 2.96338 -2.06248 -0.06330 -1.2 -0.1 -0.9 0.30
H 3.26077 0.42881 -0.91761 1.2 -0.3 -0.6 0.35
H 3.03403 0.77273 0.76647 -1.5 -0.6 -0.6 0.24
H -3.09922 -1.09655 -0.64848 0.1 0.0 -0.4 0.25
H -2.66614 -1.56577 0.86548 0.0 0.8 -0.8 0.24


4.
21
Properties=species:S:1:pos:R:3:forces:R:3:mulliken_charge:R:1 method="wB97M-V/def2-TZVPD" energy_ha=-329.0778 smiles="CCC1=CN1.C=CC" orbital_gap_ha=0.31445 relative_energy_ev=5.271
C 3.19107 0.49465 -0.41091 -1.7 3.7 -0.9 -1.24
C 1.72048 0.65604 0.20533 1.0 -1.2 -2.1 0.08
C 1.17831 -0.72493 0.16903 -1.7 -1.6 2.0 -0.04
C 0.60293 -1.78041 0.69711 1.1 2.8 -1.1 -0.23
N 0.69225 -1.73270 -0.82152 0.6 -0.4 -0.3 -0.59
H 3.50308 1.56652 -0.69449 -0.2 -1.7 -0.1 0.29
H 3.27537 -0.20648 -1.21054 -0.3 -0.2 -0.8 0.38
H 3.87660 0.20966 0.30459 1.2 -0.8 1.9 0.39
H 1.01173 1.19401 -0.57297 1.5 -0.3 2.0 0.21
H 1.93700 1.04787 1.23482 -1.2 -0.1 -1.0 0.21
H 0.00158 -2.10806 1.51100 -0.1 -0.6 0.1 0.32
H -0.19855 -1.44635 -1.23920 0.0 0.4 0.3 0.23
C -2.50539 -1.11353 -0.19335 0.8 3.9 0.5 -1.06
C -2.26619 0.21304 -0.42372 -0.6 -0.6 -0.4 0.23
C -2.17502 1.38034 0.56906 0.2 -0.9 1.0 -1.06
H -2.45128 -1.74382 -1.01407 -0.3 -1.3 -1.3 0.44
H -2.64090 -1.50906 0.78532 0.0 -0.3 0.6 0.31
H -2.23190 0.53735 -1.50088 0.2 -0.4 1.1 0.26
H -1.81238 1.06504 1.59039 -0.1 0.1 -1.1 0.25
H -3.16049 1.78349 0.79396 -0.2 0.1 -0.3 0.35
H -1.54829 2.21732 0.22104 -0.2 -0.5 0.0 0.27